1.
Computed, not measured: an isolated molecule of C6H14OSSi, with ωB97M-V with the def2-TZVPD basis set.

Geometry as ORCA input:
```
! wB97M-V def2-TZVPD RIJCOSX def2/J DEFGRID3
* xyz 0 1
C 0.51 1.00 -1.50
C 0.18 0.94 -0.11
C 1.02 -2.03 0.23
C -1.80 -1.16 0.84
C 0.56 -0.51 2.86
C 0.12 2.28 -2.27
O -1.36 2.33 -2.54
Si -0.09 -0.62 1.01
S 2.32 0.94 -1.29
H 0.38 0.11 -2.01
H -0.14 1.87 0.43
H 1.89 -2.09 0.74
H 0.52 -2.98 0.27
H 1.14 -1.62 -0.75
H -2.51 -0.36 1.21
H -2.14 -1.54 -0.16
H -2.06 -1.99 1.40
H 0.32 0.48 3.37
H 0.26 -1.40 3.49
H 1.70 -0.68 2.80
H 0.56 2.26 -3.17
H 0.33 3.21 -1.76
H -1.71 1.57 -3.08
*
```

Computed properties:
Energy in a.u.: -999.82777
HOMO (alpha / beta) in eV: -8.6 / -8.6
HOMO-LUMO gap (alpha / beta) in Ha: 0.2723 / 0.2724
Energy relative to the best compared isomer or geometry (same formula, charge and spin) in eV: 1.520
Max |F| in hartree/bohr: 0.090
LUMO (alpha / beta) in eV: -1.2 / -1.2

2.
Computed, not measured: a structure of composition C34H33Zr, with ωB97M-V with the def2-TZVPD basis set.

Geometry as ORCA input:
```
! wB97M-V def2-TZVPD RIJCOSX def2/J DEFGRID3
* xyz -1 1
C -0.03 5.37 -1.18
C -1.36 4.87 -0.61
C -2.41 5.97 -0.49
C -1.90 3.72 -1.44
C -3.27 3.27 -1.44
C -3.28 1.93 -1.98
C -1.93 1.58 -2.32
C -1.09 2.67 -2.00
Zr -2.33 2.10 0.34
C 0.74 -1.37 -0.04
C -4.01 1.00 1.19
C -1.68 2.94 2.62
C -0.36 2.56 2.18
C -0.03 3.34 1.04
C -1.14 4.20 0.74
C -2.17 3.97 1.72
H 0.72 4.58 -1.27
H -0.18 5.79 -2.19
H 0.39 6.16 -0.54
H -3.35 5.60 -0.07
H -2.04 6.77 0.17
H -2.62 6.40 -1.47
H -4.15 3.87 -1.19
H -4.17 1.32 -2.16
H -1.61 0.66 -2.82
H -0.02 2.76 -2.22
H 0.11 -1.07 0.81
H 0.04 -1.46 -0.88
H 1.33 -0.48 -0.27
H -3.61 0.41 2.04
H -4.83 1.62 1.55
H -4.39 0.28 0.45
H -2.20 2.56 3.50
H 0.31 1.86 2.68
H 0.94 3.36 0.52
H -3.09 4.53 1.85
C 1.53 -2.58 0.20
C 2.43 -2.30 1.37
C 3.22 -1.14 1.37
C 4.06 -0.89 2.44
C 3.97 -1.70 3.59
C 3.07 -2.77 3.64
C 2.30 -3.08 2.52
C 0.50 -3.72 0.26
C 0.46 -4.33 -1.01
C -0.44 -5.37 -1.28
C -1.34 -5.74 -0.27
C -1.39 -5.04 0.94
C -0.51 -3.97 1.18
C 1.53 -3.78 -1.86
C 2.25 -2.82 -1.12
C 3.29 -2.08 -1.70
C 3.73 -2.48 -2.97
C 3.07 -3.48 -3.67
C 1.94 -4.12 -3.15
H 3.17 -0.41 0.56
H 4.75 -0.05 2.43
H 4.61 -1.52 4.45
H 2.93 -3.39 4.53
H 1.57 -3.88 2.51
H -0.37 -5.89 -2.23
H -2.01 -6.59 -0.43
H -2.14 -5.30 1.68
H -0.67 -3.34 2.06
H 3.69 -1.20 -1.20
H 4.58 -1.97 -3.39
H 3.45 -3.80 -4.63
H 1.41 -4.92 -3.65
*
```

Computed properties:
Energy in a.u.: -1362.41077
HOMO in eV: -0.9
HOMO-LUMO gap in Ha: 0.1274
Energy relative to the best compared isomer or geometry (same formula, charge and spin) in eV: 1.066
Max |F| in hartree/bohr: 0.071
LUMO in eV: 2.5